No. 1
A structure of composition C22H36O2P2Ti at a distorted geometry, computed with ωB97M-V/def2-TZVPD.

```
63
Properties=species:S:1:pos:R:3:mulliken_charge:R:1
H 5.42579 1.84753 3.07947 0.355
H -6.81396 -2.78998 -2.29180 0.525
C -3.23956 0.01745 -1.94634 0.714
C -2.53311 -0.43189 0.63174 -0.059
Ti -0.97303 1.22960 -0.94435 0.367
C 4.58682 1.37022 2.56767 -0.395
H -4.51784 -0.07278 -0.20204 0.890
C -5.45697 1.31027 -3.04648 -1.496
H 1.28228 1.82968 1.89071 0.321
H -3.61192 -1.06907 -5.45292 0.396
H -0.07625 -1.58995 -2.28429 0.324
H 3.73238 -1.57561 1.02348 0.416
H -6.41975 -1.97044 0.72120 0.366
H 0.53804 3.22723 -0.85143 0.300
H -1.56025 0.24223 0.66608 0.112
P -4.93202 -2.87319 -0.95491 0.928
H -6.00169 1.15990 -2.09894 0.373
C -0.53881 3.16324 -0.54165 -1.304
H -5.23490 -3.15565 1.39074 0.357
H -0.54412 -3.24823 0.56337 0.498
O 0.44877 0.36204 -0.05703 -0.369
P -4.35794 -0.09005 -3.35399 1.116
C -6.06122 -2.02459 -2.06040 -1.024
H -6.66187 -3.73881 0.44584 0.422
C -1.41911 -2.69071 0.18669 -0.447
C 4.74303 0.08124 2.04575 -0.464
H -3.85528 -5.01927 -1.04338 0.365
H -1.00603 -3.68172 -1.56451 0.530
C 3.33060 1.99266 2.51182 -0.552
H -6.17434 1.36237 -3.88144 0.471
H -0.68767 3.45805 0.51194 0.231
H -1.20206 3.70394 -1.24031 0.335
H -3.77866 -1.66495 -0.63925 -1.094
C -5.90872 -2.93530 0.54874 -1.415
C -2.12916 -1.90790 1.01377 -0.758
H -4.86727 0.16062 -5.65957 0.469
C -5.39862 -1.56514 -3.35964 -1.130
H -1.45201 0.28968 -3.21188 0.467
H -4.85042 2.23038 -3.01818 0.469
C 2.45087 0.11505 1.27348 0.212
C -1.61037 -2.80161 -1.30875 0.194
C -3.93791 -0.07328 -5.10042 -1.409
H -6.54872 -1.19834 -1.52038 0.359
C 1.33485 -0.49078 0.47814 0.180
H 5.67106 -0.46488 2.17835 0.361
H -4.44370 -4.53723 -2.68161 0.350
H -3.18811 0.68644 -5.36375 0.407
C -4.68331 -4.55315 -1.60209 -1.311
H 3.18596 2.95108 3.00030 0.376
H -3.10667 -0.00159 1.47277 0.358
C -1.18416 -1.70151 -2.32306 -0.922
C -1.83840 -0.36597 -2.39374 -1.467
H -3.23309 1.12293 -1.77288 0.224
H -2.24804 -2.15990 2.07715 0.378
H -4.84577 -2.36911 -3.87643 0.468
O 1.25622 -1.69628 0.38145 -0.581
C 2.26310 1.35631 1.88228 -0.262
H -2.63563 -3.10998 -1.55019 -0.523
H -5.61496 -5.12630 -1.43535 0.446
H -1.36286 -2.12882 -3.33082 0.418
C -3.56233 -0.53453 -0.52467 -0.025
H -6.20048 -1.27326 -4.05763 0.551
C 3.66936 -0.56539 1.41615 -0.392
```

ΔE to the lowest compared entry with this formula, charge and spin, kJ/mol: 0.00
HOMO-LUMO gap (alpha / beta), Ha: 0.178 / 0.217
HOMO level (alpha / beta), eV: -4.982 / -6.062
LUMO energy (alpha / beta), Ha: -0.0048 / -0.0061
2S+1: 3

No. 2
A structure of composition C22H36O3P2Sr at a distorted geometry, computed with ωB97M-V/def2-TZVPD.

```
64
Properties=species:S:1:pos:R:3:mulliken_charge:R:1
H 1.96288 2.83221 -0.27516 0.576
H 2.92773 -1.50298 -3.40475 0.436
C -2.19388 -1.09666 -3.02363 -1.359
C -1.14244 0.65188 6.93499 -0.260
H 5.50351 1.61928 -1.92499 0.394
H 0.25487 3.30051 -1.93212 0.378
C 3.21671 -0.94756 -2.50447 -0.595
H 0.32251 -3.71002 -2.22586 0.479
H 0.89487 0.53047 -0.04599 -0.648
H -2.65358 2.94194 -0.83685 0.355
O -3.29718 0.06704 2.37909 -0.859
C -2.34649 0.76062 2.83937 1.452
C 2.76152 -0.60125 -0.00629 -1.446
C 1.96829 0.70228 0.19389 0.987
C -2.42756 -3.47238 -1.27021 -1.337
H -3.44380 -3.30462 -1.64149 0.373
C -2.57986 -0.15125 5.15855 -0.569
H 1.93573 -2.11576 -1.31100 0.498
C -2.13549 -0.23049 6.47915 -0.644
P -1.13135 1.30027 -1.82383 0.548
C -0.57634 1.58545 6.07883 -0.578
C 2.63366 -1.26998 -1.34175 -0.145
H -2.44293 -3.57630 -0.17887 0.342
H -2.19542 -1.73433 -3.91959 0.496
H -2.61391 3.02531 -2.61132 0.385
C -0.09123 -2.84251 -2.74743 -1.361
C -2.06500 0.81307 4.29123 -0.069
H 5.29819 -0.61716 -2.83765 0.376
H -0.80860 0.60510 7.97038 0.355
H 0.22733 2.25660 6.38998 0.392
H -0.48796 -1.48588 2.45074 0.458
C -2.64479 2.33897 -1.75772 -1.251
H 0.73894 -2.15796 -2.96313 -0.084
O -1.50281 1.35185 2.03164 -0.942
H 2.33834 -1.31174 0.71697 0.484
H -0.52812 -3.18396 -3.69293 0.482
C -1.00282 1.64973 4.74341 0.601
H -2.57710 -0.96988 7.15057 0.357
P -1.34440 -2.06774 -1.66747 1.179
H 0.92421 1.98144 -2.94788 0.179
O -0.30481 2.44405 3.91869 -0.715
C 4.63373 1.03278 -1.60163 -0.942
H 3.49882 2.78889 -2.14680 0.382
H -0.62669 -3.05278 1.54592 0.404
H -1.83896 0.80851 -4.10487 0.528
Sr -2.05071 -0.26016 0.22220 1.165
C 4.38073 -0.02675 -2.70827 -0.598
C -1.14463 -2.13408 1.84837 -1.816
C 2.47863 1.89790 -0.55288 -0.713
C 3.48292 1.95932 -1.44298 -0.421
H -0.51818 2.90531 -3.51699 0.564
H 3.80834 -0.45979 0.27522 0.474
H -3.56787 1.74637 -1.80566 0.389
C -1.40313 0.20133 -3.29935 -0.852
H 4.23320 0.53334 -3.64625 0.316
H -0.38041 -0.06627 -3.61063 0.352
H 1.98057 0.96444 1.26858 0.406
H -2.01968 -4.38862 -1.71016 0.361
H -3.24498 -0.90673 -2.74468 0.363
H 4.95884 0.57816 -0.66174 0.357
H -3.31337 -0.84998 4.75363 0.361
H -2.05333 -2.35841 2.43479 0.289
H -0.66028 2.19135 3.00211 0.353
C -0.00498 2.48818 -2.63300 -1.420
```

ΔE to the lowest compared entry with this formula, charge and spin, kJ/mol: 0.00
HOMO-LUMO gap, Ha: 0.222
HOMO level, eV: -6.194
LUMO energy, Ha: -0.0054

No. 3
A structure of composition C22H37AlBrO4Si at a distorted geometry, computed with ωB97M-V/def2-TZVPD.

```
66
Properties=species:S:1:pos:R:3:mulliken_charge:R:1
H 2.08324 -1.83834 4.26553 0.331
H -3.99941 0.46405 1.27134 0.399
H 3.09963 2.13582 3.53188 0.508
H 3.13906 0.71395 -6.47816 0.354
H 0.04854 -3.00860 0.63753 0.215
Al -0.34015 -0.73925 -1.96418 -0.069
H -1.54546 -0.42058 3.99874 0.106
H 2.53438 -1.88630 -6.94000 0.412
C -2.47671 -1.16765 -3.08233 -0.570
C -2.60152 0.23523 -2.95977 -0.837
C 0.87911 -2.33516 2.52171 2.051
H -3.39729 2.82909 3.09663 0.409
H 2.46935 0.50987 3.10816 0.145
C 2.16160 -2.41773 3.33424 -1.787
C -2.48285 0.58985 -1.59510 -0.255
H -2.56191 -0.73271 0.20064 0.428
O 1.11393 1.45430 0.87814 -0.451
C 2.21209 0.34142 -6.90744 -0.530
C 3.55223 1.59097 0.84389 -1.573
Br 0.87060 -1.04560 -3.79979 -0.396
H 0.08816 -1.98633 -8.10380 0.357
C 1.89423 -1.03473 -7.15522 -0.683
H -3.38938 -0.87789 2.31634 0.310
H 3.01591 -2.04761 2.74908 0.348
H 1.19953 -4.12310 1.40600 0.520
H -2.52536 0.87878 4.71228 0.471
H 2.38590 -3.45373 3.61551 0.421
H -2.85660 0.92745 -3.76460 0.486
H -1.25683 -2.71977 2.73634 0.269
C 2.28783 1.59305 3.01717 -1.238
O 0.32153 -0.67592 -0.35200 0.253
H 1.90127 3.80952 0.35267 0.350
H 1.32901 1.83057 3.50787 0.158
O 0.73012 -0.87450 2.27512 0.436
C 1.11079 1.13930 -7.35938 -0.510
C -2.35983 1.00239 2.57882 1.853
C 0.98853 -3.06614 1.19512 -1.602
H -0.83698 0.55500 -8.33008 0.373
C 2.26466 2.03091 1.55052 1.780
H 2.80615 4.15658 1.84873 0.382
H 1.80113 -2.65519 0.58738 0.339
H -2.32744 -2.77228 -1.46999 0.513
H -1.68482 3.05804 2.69830 0.243
C -1.77503 0.65316 3.93570 -1.267
C -0.32626 -2.82109 3.31552 -1.683
C 2.01313 3.53584 1.41043 -1.596
H -2.89686 2.75242 1.39878 0.274
H -0.42387 -2.30043 4.27880 0.331
O -1.32283 0.57399 1.47079 0.925
C -3.61282 0.19788 2.26408 -1.782
C -2.23598 -1.72405 -1.78109 -0.944
H 3.72018 0.51092 0.97460 0.253
H -0.20481 -3.89103 3.54406 0.467
C 0.59862 -1.08676 -7.76602 -0.490
H -4.42328 0.39898 2.98733 0.441
C 0.11162 0.25616 -7.88740 -0.542
Si 0.17487 0.09986 1.08227 -1.288
C -2.58900 2.49964 2.42139 -1.510
H 3.51799 1.80793 -0.23409 0.318
H -2.66669 -1.75384 -3.98173 0.465
H 4.43272 2.11067 1.26609 0.437
C -2.32745 -0.61876 -0.86285 0.250
H -2.66130 1.56700 -1.13878 0.412
H -0.87460 1.25354 4.14195 0.201
H 1.05469 2.22575 -7.33181 0.363
H 1.07097 3.78520 1.91813 0.251
```

Charge: -1
ΔE to the lowest compared entry with this formula, charge and spin, kJ/mol: 38.12
HOMO-LUMO gap, Ha: 0.160
HOMO level, eV: -2.350
LUMO energy, Ha: 0.0737

No. 4
A structure of composition C22H37BrN4O7RuSSi, computed with ωB97M-V/def2-TZVPD.

```
74
Properties=species:S:1:pos:R:3:mulliken_charge:R:1
H 0.73263 1.81885 -1.18929 0.217
O -2.00679 2.43775 -0.77205 -0.407
C -4.03463 -2.78403 0.21392 -0.898
O -1.06903 0.97412 4.75151 -0.438
H 4.62627 -0.05642 -1.67053 0.351
C 4.04759 0.80908 -1.34455 -1.737
H 4.72790 -0.95555 0.80417 0.344
C -2.99072 3.08929 3.62697 -0.746
N -4.74506 4.81097 3.61702 1.032
H 0.81266 -3.74429 -0.03027 0.332
H -3.33363 2.79783 4.61249 0.636
O -0.39179 2.37642 1.17001 -0.282
H 4.34082 1.65017 -1.97786 0.538
H 1.19022 -1.86632 -3.28260 0.310
C 4.02311 -1.53156 1.40572 -1.762
N -2.15871 3.63704 -0.39867 0.970
H 0.65898 -1.49314 2.27353 0.110
O -5.01514 4.46222 4.73812 -0.550
H 0.07874 -2.76634 -2.23682 0.366
H 2.08001 -1.85927 3.24122 0.548
C 2.52236 0.60386 -1.48666 3.059
C -3.33048 4.44071 1.61791 -0.510
N -3.82927 -1.96298 -0.98699 -0.108
C -2.26947 3.80578 1.05583 0.103
H -2.46330 -1.40547 -3.40105 0.363
H -4.20374 -1.14017 -3.73189 0.429
H 1.32750 -3.61188 -3.13297 0.561
C -3.26689 -0.66694 -3.43374 -1.155
H 1.59690 0.88680 1.97489 0.169
C 2.58200 -0.97319 1.35514 2.698
H 1.95486 2.07687 0.06123 0.335
C -3.60800 4.10857 2.95895 -0.466
C 2.18553 0.46533 -2.97779 -2.048
H 4.29452 -2.69541 -1.16857 0.357
S -3.72075 0.25426 0.50783 -0.341
H 3.29580 1.10406 1.52681 0.320
C 3.53365 -2.75905 -1.94848 -1.709
H 2.87971 0.31888 3.04069 0.607
Ru -1.67943 0.94314 1.02245 0.409
H -3.01769 0.08957 -4.17069 0.369
H 4.36894 -1.48413 2.44140 0.548
H 1.65490 -2.90160 1.89555 0.299
O -5.30065 5.65273 2.95186 -0.571
C 1.80171 -3.80469 -0.48848 -2.029
H 3.77156 -2.02903 -2.72059 0.329
C 1.68186 -1.86652 2.22310 -1.574
C -3.61863 -0.66734 -1.01341 0.406
H 2.54247 -3.92942 0.29935 0.364
C -1.29882 1.16306 3.61183 -0.138
Si 2.08166 -0.94223 -0.47394 -1.786
O -2.32360 4.53756 -1.14922 -0.448
H 2.45829 1.39846 -3.47764 0.599
H -3.73686 -3.80130 -0.02196 0.347
H 1.82727 -4.71180 -1.09771 0.601
H 2.73436 -0.33352 -3.47179 0.372
C 1.80599 1.87072 -0.99449 -2.134
H 4.34245 1.05458 -0.32466 0.355
H 3.62190 -3.74987 -2.40128 0.568
H 2.19789 2.72372 -1.55523 0.548
N -3.40375 -0.01412 -2.13438 0.050
C 2.58526 0.42334 1.99320 -1.850
H -3.26896 0.98523 -2.07579 0.199
H 4.07801 -2.57497 1.09654 0.366
H -3.89545 -2.43952 -1.87673 0.256
H 1.11634 0.30872 -3.14075 0.297
H -3.99189 5.09891 1.06790 0.622
H -5.08113 -2.77480 0.51290 0.361
C 1.11244 -2.69325 -2.58116 -1.779
O -1.10895 0.21119 2.62410 -0.396
C -1.90705 2.42095 3.01334 1.470
C -1.42423 2.92905 1.79066 0.153
Br -0.46539 -0.72666 -0.38041 0.424
H -3.41007 -2.41735 1.02407 0.285
C 2.09489 -2.60569 -1.40120 2.509
```

Charge: +2
HOMO-LUMO gap, Ha: 0.217
HOMO level, eV: -15.037
LUMO energy, Ha: -0.3360